Molecular formula: C5H10O2
Method: DFT, ωB97M-V/def2-TZVPD

The value obtained for the electronic energy is -346.7941 Ha. Its energy above the lowest of the compared OMol25 structures with the same formula, charge and spin is 607.25 kJ/mol. The max |F| comes out at 2.20 eV Å⁻¹. The frontier orbital gap comes out at 0.3333 hartree.

ORCA input file:
```
! wB97M-V def2-TZVPD RIJCOSX def2/J DEFGRID3
* xyz 0 1
C -1.26223 -0.07937 -1.11847
C -0.86831 -0.03950 0.84631
O -2.54448 -0.59264 -1.06266
O -1.12205 1.09909 -1.59144
H -3.14492 0.16522 -1.11575
H 0.18692 1.51178 -1.05195
H -0.59449 -0.88294 -1.45397
H -1.78010 0.54917 0.92528
H -1.00206 -1.09173 1.08833
H -0.29101 0.41044 1.65636
C 1.82796 -0.85595 0.92088
C 1.20569 0.27481 0.23869
C 1.25085 1.26696 -0.55161
H 1.44629 -1.80714 0.54465
H 2.90423 -0.81970 0.72456
H 1.66038 -0.82584 1.99847
H 2.12734 1.71734 -0.99768
*
```